Entry 1:
# C31H70BBrN4O5P

A cluster of 4 separate species, C31H70BBrN4O5P in total (ωB97M-V/def2-TZVPD, the OMol25 dataset).

Lowest unoccupied orbital energy ... -3.1 eV
Maximum force ... 1.4 eV Å⁻¹
HOMO ... -10.62 eV
Molar mass ... 700.61 Da
2S+1 ... 1
Total charge ... +1
Calculated total energy ... -129485.05836 eV
Gap between HOMO and LUMO ... 7.487 eV

Positions of all 113 atoms, in Å:
H -0.224 1.833 -3.442
H -2.994 4.043 1.308
C -1.644 2.359 -1.897
H -8.003 5.025 1.155
H -0.204 2.032 3.623
H -7.488 -1.138 -2.396
H -6.282 6.775 1.531
H 0.799 2.588 -1.097
C 10.742 -5.407 -2.676
C -7.923 -0.592 -0.346
H 0.175 -1.246 1.029
N 1.141 1.047 0.946
O 0.718 -3.792 1.611
C 2.444 -0.951 -1.429
H -7.262 -1.352 0.083
H 7.783 -2.917 1.220
H -6.960 0.986 0.741
H -1.363 2.942 -1.018
H 9.486 -3.265 -0.553
H -10.283 -0.047 -1.763
H -8.785 -2.047 -1.658
H -1.510 2.364 2.493
C 3.608 -2.926 -2.101
H 2.244 -0.986 -2.503
H 10.853 -4.322 -2.722
C -4.863 -0.058 -0.766
H 3.076 -1.639 1.214
H 9.604 -6.914 -1.660
H -5.165 -1.101 -0.868
C -8.358 -1.045 -1.739
N 1.018 -1.602 0.557
C -4.183 3.609 3.045
H -2.303 4.409 3.766
H -6.238 0.740 -2.221
C -4.558 5.514 1.343
H 7.088 -3.543 -2.434
H 5.148 -0.840 1.398
C -6.960 4.837 0.899
H 7.512 -5.732 -1.419
N 2.080 0.575 3.128
H 4.341 1.707 -0.837
H 0.321 -1.201 -1.372
H -8.800 -0.558 0.307
C 8.255 -5.314 -2.106
H 11.702 -5.820 -2.367
H 4.057 -2.339 -2.903
C -0.465 1.509 -2.434
H -3.847 2.567 3.090
H -3.681 5.473 4.067
N 5.010 -0.096 0.726
H -4.420 5.742 0.282
O 4.008 0.072 4.433
C 0.631 0.587 -0.345
H 6.484 -3.252 0.068
H -6.185 5.556 2.777
C -0.620 1.755 2.657
B 0.828 -3.121 0.453
C 1.103 -0.829 -0.711
C 8.116 -3.791 -2.145
H 4.872 -0.462 -0.211
O 0.759 -3.740 -0.771
C 3.103 0.404 3.789
C 9.639 -5.822 -1.706
H -8.993 0.886 -2.529
H -0.051 -3.523 -1.252
C 0.413 2.108 1.552
C -3.363 4.431 4.034
H 8.367 -2.000 -0.998
C -7.232 0.772 -0.298
H 10.530 -5.770 -3.684
H -5.613 1.924 -1.097
H -0.148 2.596 0.761
C -9.387 -0.121 -2.383
H -7.941 1.551 -0.588
C -5.984 0.897 -1.170
H 8.753 -3.387 -2.937
O 3.172 -2.094 -1.029
H -3.459 4.028 5.043
H 2.795 -3.556 -2.466
H -5.232 3.601 3.352
C 2.178 0.341 1.678
H -1.454 -0.046 1.741
H -6.840 5.018 -0.172
H -9.688 -0.500 -3.360
Br 1.553 3.589 2.199
H 4.375 -3.587 -1.700
P 3.947 1.136 1.233
H -0.811 0.471 -2.432
H 3.042 -0.051 -1.275
O 3.671 1.928 -0.175
H 0.144 -4.561 1.483
H -3.941 6.235 1.885
C -6.026 5.729 1.709
C 7.527 -3.472 0.316
H -3.984 0.092 -1.398
H 7.603 -4.534 0.552
H 1.705 1.467 -2.062
C -1.045 0.291 2.701
C 0.773 1.580 -1.512
H 8.003 -5.709 -3.094
H 1.839 -1.664 2.445
C 8.447 -3.078 -0.835
H -6.759 3.781 1.089
C 2.124 -1.202 1.500
H -2.490 1.734 -1.614
H -1.761 0.120 3.501
H -1.988 3.074 -2.642
H -0.187 -0.352 2.921
C -4.050 4.094 1.602
H 9.891 -5.485 -0.698
H -4.578 3.397 0.944
H -0.460 0.464 -0.232
H -4.566 0.111 0.272


Entry 2:
# C31H72BrO15PS2

A cluster of 6 separate species, C31H72BrO15PS2 in total (ωB97M-V/def2-TZVPD, the OMol25 dataset).

Lowest unoccupied orbital energy ... 0.4 eV
Maximum force ... 2.4 eV Å⁻¹
HOMO ... -9.25 eV
Molar mass ... 859.91 Da
2S+1 ... 1
Calculated total energy ... -165027.96463 eV
SMILES ... CCCCCCC[C@]1(P(O)Br)OS(=O)(=O)O[C@]1(CCCCS(=O)(=O)O)OC[C@@H](C)O.CC(C)O.CC(C)O.CC(C)O.CC(C)O.CC(C)O
Gap between HOMO and LUMO ... 9.671 eV

Positions of all 122 atoms, in Å:
H -0.683 0.524 -2.063
C -0.969 6.321 -0.453
H -1.059 3.865 1.752
O -2.072 7.305 -3.957
C -3.974 -0.357 -5.334
H -4.458 0.391 -3.369
C 0.806 -0.464 1.776
H 2.758 -3.680 2.107
C -1.770 5.236 0.285
O -1.135 9.231 -2.841
H 1.271 -9.596 3.689
H 4.834 -5.530 4.363
H -0.117 -0.115 2.226
H -3.165 -2.489 6.765
O 3.426 3.660 2.491
C -2.274 2.080 -0.299
H -3.088 -0.709 4.992
C 1.783 0.649 1.402
H -0.832 -2.754 4.683
H -1.530 6.703 -4.498
H -3.035 1.266 -9.456
C -0.836 4.071 0.715
O -2.789 2.675 -1.504
H 0.628 -1.093 0.915
H 4.947 -2.836 2.759
H -2.241 2.849 -9.398
C 2.834 -10.452 1.568
H -4.765 -0.439 -6.071
H -0.503 3.305 -7.538
H 3.597 -11.001 2.127
H -2.510 1.858 -7.103
H 4.568 -8.805 2.530
H -2.823 6.899 -1.388
O -1.578 0.115 -7.548
H -1.338 1.406 -9.893
H 2.202 0.380 -0.493
H 3.788 3.810 1.609
H -0.288 6.841 0.209
H 5.835 4.848 2.418
C 2.674 -9.046 2.126
H 3.034 -3.864 4.915
O -2.915 1.173 2.264
S -1.547 3.132 -2.419
H 1.898 -11.009 1.621
O -1.672 4.485 -2.806
C 5.431 4.641 3.413
H 1.944 -8.497 1.530
H 6.113 1.964 3.612
C -2.106 1.783 -9.212
H 4.625 1.312 2.908
H -0.744 -1.054 4.251
C -2.180 -1.313 -3.200
H -0.541 -2.025 -1.888
H -3.313 0.331 1.975
H -0.352 -0.225 -0.535
H -0.355 5.808 -1.183
O -3.093 -2.007 3.433
H 1.613 2.348 0.128
H -3.568 0.646 -5.399
C -1.474 -1.474 -1.838
C 2.225 -9.078 3.580
O 0.201 7.268 -2.972
C 1.092 1.967 1.004
C -2.330 0.560 -0.590
O -0.361 2.870 -1.366
H -0.877 -0.207 -8.126
H -2.550 -0.044 0.283
H -3.092 -3.726 5.498
H -2.015 -0.302 -3.557
S -1.109 7.811 -2.798
H -1.711 -1.991 -3.906
H -2.785 -2.896 3.226
H 3.160 -10.415 0.529
H 4.093 3.256 4.364
H 1.291 -1.115 2.499
H 5.354 -2.999 4.477
Br -5.431 1.924 0.645
H -2.662 4.931 -0.245
C -1.123 -0.078 -1.280
O -1.465 2.281 -3.542
C -0.913 2.718 -0.032
H -0.149 2.023 -6.367
H -3.889 -2.599 -3.442
C 4.524 3.421 3.376
O 2.646 0.212 0.351
C -3.696 -1.583 -3.107
C -4.502 -0.557 -3.902
O 2.398 -3.646 3.001
C -3.407 -2.703 5.723
H 2.969 -9.586 4.199
H 6.264 4.495 4.102
C 4.536 -2.837 3.772
C -1.839 7.318 -1.235
H 2.439 0.847 2.239
C 3.465 -3.908 3.913
C 5.285 2.180 2.936
H 5.685 2.312 1.928
H 1.273 2.652 1.827
C -1.714 1.519 -7.766
H 4.872 5.524 3.725
H -5.542 -0.868 -3.938
C -2.729 -1.717 4.785
H 3.254 -6.051 3.758
H 4.427 -5.375 2.645
H 4.114 -1.847 3.950
P -3.322 2.397 1.278
H 0.405 1.863 -8.030
H -3.174 0.440 -1.263
H -3.211 -1.066 -5.627
O -0.314 1.800 0.820
H -4.490 -2.665 5.602
H -2.118 -1.934 -1.093
O 3.907 -8.334 2.010
C 4.032 -5.296 3.661
H 0.168 4.474 0.683
H 2.117 -8.066 3.970
H -2.114 5.696 1.209
H -0.911 -1.519 5.952
C -1.216 -1.761 4.933
H -4.018 -1.526 -2.070
H -1.922 8.233 -0.664
C -0.417 2.226 -7.405


Q: Number 2 is which compound?
A: C31H72BrO15PS2